Record 1
100
Properties=species:S:1:pos:R:3:forces:R:3:lowdin_charge:R:1 method="wB97M-V/def2-TZVPD" e_tot_ha=-2395.2081 total_charge=+1 orbital_gap_ev=7.35
N 2.916868 -4.872450 -2.840656 -1.6 0.2 0.2 0.1291
C 1.542648 -5.065533 -2.750640 -3.3 -1.8 1.6 -0.1976
N 0.968705 -6.018555 -1.686887 -4.6 4.5 -5.2 0.1301
C -0.533862 -5.862129 -1.941118 3.6 1.8 -1.5 0.0840
N -0.823644 -4.912365 -3.082407 3.7 -3.6 4.0 -0.1203
O -1.967171 -4.460964 -3.626361 -0.9 -1.0 0.1 0.1251
B -3.057121 -5.453690 -3.552740 -3.1 -2.0 0.6 -0.4514
O -3.068632 -6.793808 -4.183734 1.1 2.7 3.5 0.0984
O -4.240446 -5.068783 -2.709154 4.6 -1.2 -0.2 0.0724
N 0.401743 -4.456422 -3.543660 3.3 -1.4 1.7 0.1621
H 3.474069 -4.941558 -3.721486 -1.1 0.4 1.2 0.1396
H 3.409060 -4.668140 -1.923292 -0.9 -0.4 -1.7 0.1438
H -1.326667 -6.423993 -1.288920 1.5 1.4 -1.7 0.1666
H -3.108870 -7.431607 -3.385966 -0.4 1.1 -2.0 0.1466
H -3.834864 -5.038939 -1.771496 -1.3 0.5 -1.8 0.1386
H 0.543612 -3.757364 -4.316090 -0.7 -1.0 1.2 0.2006
O 2.851128 -2.234093 -0.835335 -1.4 0.9 -1.1 0.0567
C 2.072633 -1.351777 -1.192642 1.2 -0.5 0.7 -0.4970
O 1.398361 -1.468371 -2.358976 0.1 -0.9 0.1 -0.0366
C 0.330716 -0.596476 -2.774276 0.0 0.6 0.0 -0.2361
C 0.879026 0.636472 -3.465120 0.2 0.1 0.0 -0.0466
C 1.926399 -0.092052 -0.392237 -0.5 0.0 0.4 0.0215
H -0.328220 -0.352265 -1.935728 0.2 0.0 0.0 0.1138
H -0.274471 -1.166369 -3.486166 0.2 -0.2 0.1 0.1076
H 1.501783 1.231813 -2.792691 -0.2 0.0 0.0 0.0770
H 0.063823 1.267570 -3.831652 0.1 -0.1 0.1 0.0845
H 1.511797 0.350807 -4.311985 -0.2 0.0 0.1 0.0864
H 2.720951 0.606201 -0.671791 -0.1 -0.1 0.0 0.1082
H 2.023021 -0.342927 0.667507 0.2 0.0 -0.2 0.1013
H 0.956810 0.388711 -0.502682 0.1 0.2 -0.2 0.0680
O -1.220477 2.630909 0.074331 1.6 0.8 0.4 0.0479
C -0.362964 3.376208 0.544870 -0.6 -0.9 -0.4 -0.5076
O 0.902850 3.344922 0.070204 -0.9 -0.4 -0.6 -0.0228
C 1.925861 4.298218 0.412576 0.6 0.2 0.4 -0.2077
C 2.627925 3.898656 1.695357 -0.8 0.3 -0.1 -0.1089
C -0.679157 4.263742 1.711594 -0.3 0.6 0.0 0.0093
H 1.521521 5.314078 0.451758 -0.1 -0.2 0.0 0.1176
H 2.647994 4.285280 -0.409722 -0.3 -0.2 0.0 0.1181
H 1.939834 3.886261 2.544353 0.0 0.1 -0.4 0.0636
H 3.443407 4.592487 1.920687 -0.6 -0.3 0.0 0.0676
H 3.039446 2.887683 1.607218 0.0 0.2 0.0 0.0802
H -0.575921 3.690817 2.637943 0.0 0.1 -0.2 0.1016
H -1.712181 4.608136 1.613683 0.1 -0.3 0.1 0.0935
H -0.064381 5.159848 1.761375 0.2 -0.2 0.1 0.0739
O -4.560826 1.250071 -4.792697 0.2 -2.2 1.4 0.0898
C -4.340518 0.321946 -4.016647 -0.4 1.7 -1.1 -0.4975
O -5.040076 -0.831007 -4.116102 0.0 -0.1 -0.5 0.0016
C -4.732680 -2.036363 -3.391417 -0.2 0.1 0.2 -0.2352
C -5.374738 -2.018756 -2.018274 0.0 0.1 0.2 -0.0512
C -3.362409 0.482970 -2.891341 0.6 -0.1 0.0 0.0098
H -3.652865 -2.207495 -3.350046 0.0 0.2 0.0 0.0963
H -5.153734 -2.862437 -3.972908 0.0 0.3 -0.1 0.1208
H -4.991605 -1.199510 -1.404708 0.1 -0.1 0.0 0.0743
H -5.188566 -2.960689 -1.493595 -0.1 0.1 -0.1 0.0677
H -6.456378 -1.870624 -2.103689 0.2 -0.1 -0.1 0.0866
H -3.862286 0.965870 -2.046384 0.1 -0.1 -0.1 0.1081
H -2.541375 1.117667 -3.235426 -0.3 0.1 0.1 0.0873
H -2.908187 -0.450762 -2.566904 -0.2 -0.1 0.2 0.0546
O 5.132059 4.245690 0.893247 2.8 -0.1 0.8 0.0605
C 6.242226 4.000533 1.361896 -1.4 0.5 -0.8 -0.4749
O 6.723863 4.731042 2.392894 -0.6 -0.1 0.1 0.0020
C 7.914805 4.408414 3.134588 0.2 0.1 -0.1 -0.2312
C 9.145692 4.966327 2.447768 0.1 0.1 -0.2 -0.0619
C 7.118640 2.953214 0.742252 0.0 -0.7 0.1 0.0132
H 7.985734 3.332270 3.318653 0.0 0.0 -0.2 0.1042
H 7.806160 4.882434 4.115056 -0.3 0.0 -0.2 0.1253
H 9.287449 4.528382 1.456542 0.0 -0.1 0.1 0.0695
H 10.041906 4.770640 3.044167 -0.1 0.0 -0.1 0.0856
H 9.046734 6.047464 2.304466 0.0 -0.2 0.1 0.0897
H 7.659479 3.390276 -0.102434 -0.1 -0.1 0.1 0.1015
H 6.483032 2.139980 0.381718 0.0 0.3 -0.1 0.0926
H 7.822932 2.501860 1.437727 0.2 0.2 -0.1 0.0696
O -8.364803 -4.346859 1.246497 -1.5 1.4 -1.0 0.0694
C -9.143299 -3.464543 0.889190 1.2 -1.1 0.4 -0.5073
O -9.817571 -3.581137 -0.277144 0.1 -0.5 0.2 -0.0101
C -10.885216 -2.709241 -0.692444 0.0 0.3 -0.1 -0.2271
C -10.336906 -1.476294 -1.383288 0.2 0.1 0.0 -0.0677
C -9.289533 -2.204818 1.689595 -0.4 0.1 0.5 0.0042
H -11.544152 -2.465031 0.146104 0.2 0.0 0.0 0.1157
H -11.490403 -3.279135 -1.404334 0.3 -0.1 0.2 0.1249
H -9.714149 -0.880952 -0.710859 -0.1 0.0 0.0 0.0668
H -11.152109 -0.845196 -1.749820 0.1 -0.1 0.0 0.0850
H -9.704134 -1.761958 -2.230153 -0.2 0.0 0.1 0.0810
H -8.494980 -1.506565 1.410041 -0.1 -0.1 0.0 0.0973
H -9.192911 -2.455692 2.749339 0.2 0.0 -0.2 0.0954
H -10.259122 -1.724054 1.579150 0.1 0.1 -0.2 0.0709
O 3.437668 3.519141 4.061255 2.0 -2.0 1.4 0.0639
C 4.255310 2.734015 4.537956 -1.4 1.3 -0.4 -0.4747
O 4.655800 1.653308 3.830670 0.0 0.3 -0.6 -0.0084
C 5.739950 0.785861 4.211058 -0.1 -0.1 0.2 -0.2349
C 5.261162 -0.288168 5.167769 -0.1 0.0 0.2 -0.0629
C 4.751612 2.907230 5.942455 0.5 0.4 0.2 0.0144
H 6.583260 1.358862 4.607915 -0.2 0.0 0.1 0.1072
H 6.094792 0.312668 3.290193 -0.2 0.2 0.0 0.1218
H 4.885335 0.140934 6.099995 0.1 0.0 -0.1 0.0709
H 6.073712 -0.980417 5.408057 -0.1 0.1 0.0 0.0854
H 4.435102 -0.854356 4.724780 0.2 0.1 0.0 0.0866
H 4.034573 2.457256 6.635565 0.1 0.1 -0.1 0.1021
H 4.831919 3.977471 6.150945 -0.3 -0.2 0.0 0.0978
H 5.741682 2.490072 6.113264 -0.1 -0.2 0.1 0.0707

---

Record 2
70
Properties=species:S:1:pos:R:3:forces:R:3:lowdin_charge:R:1 method="wB97M-V/def2-TZVPD" e_tot_ha=-2859.7391 total_charge=-1 orbital_gap_ev=5.29
C -0.503829 -1.102061 1.238546 -0.7 -1.0 0.3 -0.3331
P -0.433079 0.674343 0.561594 0.9 1.0 0.9 0.8279
C -0.524693 0.724599 -1.325210 -0.2 -0.6 -1.4 -0.3438
C -1.844551 1.682711 1.365221 -0.1 0.7 -2.6 -0.4770
C -3.148046 1.698579 0.434105 -0.9 0.7 0.5 -0.2681
C -4.376228 2.514463 1.098774 1.6 0.0 0.8 -0.2055
O -5.586881 1.715852 0.959599 -0.7 2.0 -0.8 -0.1583
C -6.698719 2.506788 0.545580 -1.0 -0.8 0.1 -0.1183
C -6.975716 2.323922 -1.023453 -0.3 0.3 0.6 -0.4155
F -8.267246 2.791841 -1.376740 2.3 -0.8 0.5 0.0443
F -6.067806 3.086229 -1.767749 -1.6 -1.9 0.9 0.0800
F -6.936757 0.967816 -1.353856 0.2 2.7 0.0 0.0873
S -1.172068 3.410606 1.584485 0.3 -3.3 6.3 0.6861
O 0.038454 3.239173 2.493642 -1.7 0.8 -3.1 -0.4335
O -2.140910 4.290873 2.346135 1.1 -1.0 -3.3 -0.3767
C -0.508043 4.187262 0.022388 1.1 2.2 -1.0 -0.4016
F 0.866740 3.954544 -0.098033 -2.4 0.2 0.1 0.0497
F -1.134460 3.791428 -1.164017 1.0 0.3 2.0 0.0518
C -0.705106 5.797245 0.094913 0.2 -0.2 -0.9 -0.3945
F -0.293053 6.348603 1.291738 -1.1 -0.9 -2.5 0.1206
F 0.097572 6.337493 -0.938391 -1.7 -0.5 2.0 0.0739
F -2.054572 6.076767 -0.186726 3.0 0.0 0.8 0.0902
H 0.021034 -1.853470 0.555817 -0.9 1.3 0.8 0.0118
H 0.078029 -1.145075 2.225528 -0.9 0.4 -1.3 0.0322
H -1.571388 -1.468791 1.438864 1.4 0.4 -0.2 0.0283
H -1.449221 1.213070 -1.761268 1.0 -0.5 0.6 0.0169
H -0.415620 -0.306045 -1.807506 -0.4 1.4 0.8 0.0238
H 0.397378 1.308230 -1.680538 -1.4 -0.7 0.6 0.0315
H -2.997853 2.158635 -0.591010 -0.1 -0.6 1.0 0.0728
H -3.546867 0.639073 0.247979 0.8 1.4 0.5 0.1179
H -4.472640 3.568212 0.662747 -0.1 -1.5 0.3 0.1209
H -4.172746 2.675046 2.215818 -0.3 -0.4 -1.5 0.1212
H -6.613885 3.605226 0.809152 0.1 -1.2 -0.6 0.1412
H -7.621027 2.113692 1.100256 1.1 0.4 -1.0 0.1445
C 2.513526 -1.333681 -1.498633 0.1 -0.1 -0.1 -0.3059
O 1.378576 -1.267188 -1.073113 0.7 -0.6 -0.4 -0.0389
N 2.985761 -2.302548 -2.333344 0.0 0.5 0.3 -0.1979
C 4.355477 -2.313178 -2.798553 -0.4 -0.1 0.0 -0.0679
C 2.087598 -3.356833 -2.769474 -0.1 0.3 0.1 -0.0385
H 3.276181 -0.584286 -1.230114 0.1 0.0 0.0 0.1384
H 4.362633 -2.256325 -3.890536 0.2 0.0 0.0 0.0865
H 4.834715 -3.242870 -2.478382 0.2 0.1 -0.1 0.0781
H 4.911580 -1.466812 -2.393174 -0.1 0.0 0.0 0.0815
H 1.241620 -2.910130 -3.297821 0.0 -0.1 0.1 0.0980
H 1.711056 -3.891127 -1.894274 -0.1 -0.1 -0.2 0.1003
H 2.605221 -4.052764 -3.428321 -0.2 0.3 0.2 0.0451
C 3.909365 -6.280180 -3.746401 0.2 -0.2 -0.3 -0.3407
O 2.720582 -6.049509 -3.852150 0.3 -0.4 -0.3 0.0032
N 4.738155 -6.616614 -4.772407 -0.2 0.2 0.6 -0.2028
C 6.148472 -6.877451 -4.568439 -0.2 0.0 -0.2 -0.0634
C 4.190646 -6.716980 -6.111804 -0.3 0.1 0.1 -0.0437
H 4.424229 -6.231556 -2.772831 0.1 0.0 0.0 0.1370
H 6.732177 -6.171495 -5.164562 0.2 -0.1 0.1 0.0885
H 6.372950 -7.898065 -4.888451 0.2 0.1 0.1 0.0881
H 6.417617 -6.765409 -3.517536 -0.1 0.0 -0.1 0.0840
H 3.757793 -5.755048 -6.395967 0.0 -0.1 -0.1 0.0941
H 3.400683 -7.471477 -6.121322 0.0 0.1 -0.2 0.0936
H 4.969431 -6.992719 -6.822962 0.0 0.0 0.2 0.0856
C -1.167937 1.293989 6.224290 0.2 0.3 -0.2 -0.3344
O -1.651033 0.484339 6.998197 0.1 0.1 0.3 -0.0148
N -0.362298 2.331668 6.579179 -0.3 -0.4 -0.2 -0.2037
C 0.177568 3.257868 5.601120 -0.1 -0.1 0.2 -0.0535
C -0.034704 2.515820 7.977931 -0.2 -0.3 -0.1 -0.0642
H -1.355144 1.243103 5.139789 0.1 0.1 0.0 0.1394
H 1.269589 3.221959 5.642613 0.0 0.1 -0.1 0.0889
H -0.165196 4.267898 5.840848 0.1 0.0 -0.2 0.0905
H -0.150558 2.998876 4.593407 0.1 0.1 0.1 0.0499
H 0.469381 1.620140 8.350468 0.0 0.1 0.2 0.0855
H -0.956527 2.659605 8.547626 0.1 0.0 0.1 0.0859
H 0.614617 3.382099 8.106717 -0.1 -0.1 -0.1 0.0795

---

Record 3
80
Properties=species:S:1:pos:R:3:forces:R:3:mulliken_spin:R:1 method="wB97M-V/def2-TZVPD" de_lowest_kcal_mol=0.1 e_tot_ha=-2717.9542 total_charge=+1 orbital_gap_ev="6.23 / 6.61" multiplicity=3
Mo 12.090991 16.836365 10.110921 0.8 -1.3 -0.8 1.8805
O 13.719047 15.963296 10.708500 -0.8 0.9 0.2 -0.0149
C 14.969982 16.451204 10.730617 -0.3 -1.3 0.0 0.0366
C 15.945704 15.521094 10.330567 0.0 -0.5 -1.0 -0.0076
C 17.251416 15.933048 10.201152 0.5 -0.3 0.4 0.0078
C 17.599365 17.199774 10.681461 0.4 0.6 0.3 -0.0017
C 16.644547 18.096469 11.092508 -1.4 1.1 0.6 0.0083
C 15.256921 17.747072 11.153267 0.4 0.0 -1.3 0.0005
C 14.198442 18.758557 11.334817 -2.2 0.0 -0.8 0.0718
N 12.989215 18.737350 10.753399 2.1 -0.9 1.1 -0.0352
N 12.088887 19.769728 10.881823 0.5 0.3 0.7 0.0212
C 10.902350 19.448000 10.451983 0.4 -1.8 -0.4 -0.0008
O 10.611508 18.233031 9.956731 1.2 0.5 0.8 0.0112
C 9.806533 20.394165 10.486696 1.4 1.5 1.2 -0.0026
C 10.034752 21.697785 10.966220 0.9 0.0 -0.4 -0.0013
C 9.033136 22.644269 10.911706 -1.7 -0.4 -0.5 0.0001
C 7.831236 22.277345 10.255492 0.0 -1.5 -0.7 0.0002
C 7.628821 20.944597 9.821438 -0.7 1.8 1.0 0.0000
C 8.575524 19.997448 10.094858 -0.7 -0.3 -1.2 0.0029
H 15.636321 14.506618 9.955532 0.2 1.3 0.6 0.0013
H 18.013901 15.272667 9.752709 -0.5 0.4 0.5 0.0004
H 18.619682 17.532170 10.826349 0.1 -0.2 -0.6 0.0003
H 16.895709 19.160049 11.320694 0.0 -1.1 0.0 0.0001
H 14.433648 19.550739 12.027186 0.0 0.7 -0.2 0.0021
H 11.066968 21.933876 11.265596 -0.7 0.0 0.2 0.0003
H 9.067840 23.610193 11.385974 0.5 0.2 -0.2 0.0000
H 6.967944 22.871671 9.952815 0.6 0.8 0.7 0.0001
H 6.646580 20.762138 9.392086 0.3 -0.5 0.0 0.0000
H 8.466582 18.972612 9.863259 -0.4 -0.9 -0.3 -0.0009
S 11.044388 15.897563 12.116753 -0.4 -0.3 0.7 0.0215
C 12.108823 15.122153 13.282259 0.0 2.6 -0.2 0.0122
N 12.478890 15.850834 14.340953 0.1 -3.8 0.1 -0.0080
C 13.336917 15.121716 15.350217 -1.3 -0.3 0.4 0.0036
C 14.417153 14.353679 14.645442 1.9 -0.3 -1.1 -0.0001
N 13.828060 13.468533 13.614414 0.0 0.5 -0.7 0.0023
C 14.703445 12.580655 12.815050 0.0 -0.8 0.4 0.0018
C 14.809274 11.158679 13.358875 1.9 0.9 1.3 0.0000
C 13.711427 10.350871 13.575337 -0.5 -0.5 0.3 0.0003
C 13.859619 9.108783 14.179342 0.1 -0.2 0.2 0.0002
C 15.167820 8.635894 14.422007 -1.9 -2.5 0.6 0.0000
C 16.250883 9.435335 14.282155 1.1 1.5 -0.2 0.0001
C 16.079329 10.759968 13.876985 -0.7 0.5 -1.4 0.0001
C 12.636427 13.756304 13.035631 -0.5 0.1 0.1 -0.0054
S 11.653320 12.819737 12.070817 1.0 0.1 0.5 0.0027
C 11.812396 17.056134 14.717705 0.0 1.6 0.7 0.0222
C 10.508718 16.976274 15.587260 -0.2 -0.6 -0.8 -0.0073
C 10.120779 18.120746 16.294875 0.7 0.4 0.1 -0.0002
C 8.861519 18.287255 16.849736 -0.6 0.3 0.8 0.0004
C 7.930500 17.237548 16.871437 1.4 0.1 -0.2 -0.0003
C 8.371610 16.071341 16.258404 -1.3 -0.9 0.1 0.0008
C 9.592592 15.910332 15.595359 -0.2 0.6 0.1 0.0014
H 12.659303 14.527322 16.022139 0.6 0.2 -0.8 -0.0003
H 13.810920 15.838814 15.982316 0.2 0.7 0.4 0.0003
H 15.086950 13.691620 15.273500 -1.2 0.7 -0.1 0.0000
H 15.202076 15.104246 14.220169 -1.5 -1.1 0.1 -0.0002
H 15.732674 13.000886 12.807989 -0.8 0.0 -0.2 0.0002
H 14.206220 12.578967 11.832170 0.7 -0.1 0.1 -0.0008
H 12.723149 10.700822 13.321329 -0.1 0.1 -0.1 -0.0007
H 12.950277 8.535432 14.487487 1.1 0.3 -0.6 0.0000
H 15.274694 7.552038 14.728709 0.0 1.5 -0.2 0.0000
H 17.261990 9.107824 14.463395 0.0 -0.3 0.3 0.0000
H 16.938874 11.474665 13.812951 -0.8 -0.8 0.0 0.0000
H 11.667633 17.544854 13.716047 -0.3 0.2 1.3 -0.0094
H 12.551256 17.593319 15.343781 -0.4 0.1 -0.5 -0.0012
H 10.844942 18.915615 16.517422 -0.2 -0.2 -0.6 0.0001
H 8.644843 19.258352 17.323805 0.1 -0.6 -0.1 0.0000
H 6.987640 17.236069 17.429321 0.4 0.3 -0.5 0.0000
H 7.636203 15.244659 16.270941 0.8 0.3 -0.1 0.0000
H 9.727147 14.940910 15.125850 0.4 0.2 -0.2 0.0007
N 12.675482 17.278124 5.856187 0.1 0.7 1.3 0.0065
C 12.345363 16.937509 7.116179 0.5 -1.3 0.9 0.0078
O 12.863488 17.480154 8.138109 -0.7 -0.1 -0.8 0.0077
C 11.426439 15.737496 7.337703 0.1 -0.2 -0.1 -0.0067
C 11.210662 15.328677 8.827465 -1.0 0.8 0.0 -0.0370
H 13.242008 18.129328 5.772111 -0.4 -0.7 -0.4 0.0008
H 12.273230 16.802887 5.053651 0.2 0.4 0.4 -0.0010
H 11.867451 14.896918 6.765504 -0.4 0.4 0.0 -0.0008
H 10.469275 16.047553 6.896745 0.1 -0.4 -0.1 -0.0001
H 11.604758 14.326526 9.126794 0.0 0.8 -0.4 -0.0125
H 10.107159 15.298094 9.042181 0.9 -0.1 -0.2 0.0177